(1)
74
Properties=species:S:1:pos:R:3:forces:R:3 method="wB97M-V/def2-TZVPD" homo_energy_ev="-9.9 / -9.9" energy_ha=-3309.76500 homo_lumo_gap_ha="0.193 / 0.200" relative_energy_kcal_mol=23.8 total_charge=+1 spin_multiplicity=3 lumo_energy_ev="-4.68 / -4.49"
Mo -17.076 -6.989 -3.404 -0.93 -0.92 -2.67
C -10.252 -7.159 -3.707 0.63 -1.07 2.56
C -11.579 -7.824 -3.293 -0.75 -0.56 0.82
N -12.692 -7.063 -3.828 0.20 1.70 -0.87
C -13.965 -7.339 -3.619 -1.28 1.63 -1.41
S -15.061 -6.033 -4.345 0.37 -1.49 1.30
N -14.365 -8.432 -3.037 0.77 -0.67 0.27
N -15.679 -8.534 -2.806 -0.61 -0.78 0.81
C -16.174 -9.618 -2.207 2.33 1.48 -1.00
C -15.271 -10.760 -1.911 1.54 -0.88 -0.07
C -17.542 -9.460 -1.841 -3.00 -1.05 0.52
C -18.365 -10.499 -1.310 0.61 1.23 -0.55
C -19.721 -10.313 -1.095 0.44 2.27 -0.23
C -20.282 -9.009 -1.290 2.71 -1.62 -0.42
C -19.431 -8.045 -1.805 -0.54 -0.90 -0.39
N -18.137 -8.288 -2.132 -0.23 0.40 0.81
H -9.420 -7.571 -3.026 -1.29 0.89 -0.68
H -10.357 -6.069 -3.550 0.37 -0.53 -0.24
H -9.877 -7.437 -4.661 -0.25 0.11 -1.18
H -11.760 -7.827 -2.179 0.71 0.01 -0.91
H -11.808 -8.868 -3.606 0.96 0.51 0.05
H -12.512 -6.146 -4.301 -0.14 -1.43 0.72
H -14.230 -10.449 -2.212 -1.18 -0.30 0.20
H -15.474 -11.703 -2.482 -0.22 0.89 0.46
H -15.163 -11.024 -0.839 -0.55 0.19 -0.45
H -17.882 -11.428 -1.150 0.13 -0.86 0.20
H -20.330 -11.108 -0.767 -0.57 -0.85 0.32
H -21.300 -8.796 -1.168 -1.18 0.20 0.30
H -19.913 -7.135 -2.132 0.61 0.43 0.06
C -15.896 -6.737 -0.246 1.55 -0.47 -0.66
C -16.549 -5.512 -0.750 -1.01 2.14 0.90
C -16.569 -4.358 0.137 -0.81 -0.93 -1.36
C -17.105 -3.170 -0.295 -0.28 -0.16 0.88
C -17.797 -3.136 -1.505 0.18 0.65 -2.34
C -18.533 -1.984 -1.998 0.04 -1.43 0.16
C -19.380 -2.096 -3.079 1.28 -0.11 0.14
C -19.198 -3.175 -3.977 -0.91 -0.70 0.23
C -18.522 -4.303 -3.556 0.87 1.43 0.15
S -18.491 -5.664 -4.610 0.30 -0.72 -0.10
C -17.751 -4.300 -2.335 -2.34 1.78 0.14
N -17.188 -5.438 -1.929 1.83 -1.21 0.93
H -15.474 -7.403 -1.021 -0.10 0.83 0.33
H -16.553 -7.385 0.281 -0.91 -0.34 0.75
H -15.071 -6.455 0.425 -0.34 -0.14 -0.16
H -16.411 -4.495 1.188 0.92 -0.07 0.23
H -17.146 -2.313 0.388 0.04 -0.30 -0.33
H -18.388 -1.049 -1.501 -0.45 0.33 0.60
H -20.129 -1.352 -3.246 0.04 0.63 -0.49
H -19.664 -3.203 -4.988 0.16 0.13 1.05
O -23.764 -11.449 -7.899 -0.10 -0.57 0.12
S -23.251 -10.977 -6.591 0.64 2.42 -1.53
C -24.526 -11.022 -5.430 -0.53 -1.17 2.09
C -24.256 -10.540 -4.152 0.25 0.69 -0.25
C -25.132 -10.818 -3.106 0.40 0.20 -0.84
C -26.310 -11.515 -3.360 -0.53 0.01 0.39
C -26.547 -12.075 -4.638 -1.10 0.23 1.65
C -25.646 -11.822 -5.633 0.45 0.52 -1.65
C -22.098 -12.096 -5.896 -0.76 -1.42 1.60
C -20.765 -11.780 -6.006 0.32 2.11 -1.69
C -19.778 -12.635 -5.660 0.89 -3.00 0.40
C -20.081 -13.895 -5.039 -0.13 1.49 -0.27
C -21.414 -14.111 -4.713 -0.76 0.92 0.12
C -22.455 -13.217 -5.150 2.03 -1.00 0.09
H -23.407 -9.843 -4.004 -0.35 -0.78 0.01
H -24.802 -10.458 -2.148 -0.62 0.13 0.43
H -27.092 -11.507 -2.565 0.76 -0.57 -0.73
H -27.473 -12.672 -4.769 0.79 0.57 -0.21
H -25.773 -12.072 -6.684 -0.26 -0.65 0.22
H -20.474 -10.824 -6.498 -0.34 -0.79 0.32
H -18.782 -12.484 -6.045 0.28 0.38 0.40
H -19.296 -14.626 -4.764 -0.57 0.63 -0.24
H -21.646 -14.907 -4.014 -0.27 -0.23 -0.37
H -23.469 -13.431 -4.886 -0.47 -0.08 -0.01
Cl -17.638 -8.640 -5.157 0.25 0.59 0.57

---

(2)
21
Properties=species:S:1:pos:R:3:forces:R:3 method="wB97M-V/def2-TZVPD" homo_energy_ev="-11.9 / -12.2" energy_ha=-1263.31825 homo_lumo_gap_ha="0.195 / 0.266" relative_energy_kcal_mol=2.6 total_charge=+1 spin_multiplicity=9 lumo_energy_ev="-6.62 / -4.99"
C 4.025 -1.040 0.891 0.28 -1.17 0.96
O 3.579 -0.025 0.082 -4.07 2.97 -1.31
H 3.331 -1.899 0.920 0.30 0.09 -0.03
H 5.009 -1.400 0.468 -1.01 0.41 0.32
H 4.208 -0.713 1.932 -0.01 -0.10 -0.27
O 0.179 1.665 1.207 3.16 0.10 -2.67
C 0.778 1.265 0.059 0.28 1.64 -0.14
C -0.157 0.701 -0.989 0.55 -0.42 -0.38
O -1.150 -0.071 -0.300 0.32 0.06 0.63
C -2.403 -0.297 -0.948 -0.71 0.03 -0.55
C -3.402 -0.650 0.156 -0.71 -1.19 -1.14
O -3.340 0.258 1.210 -1.39 -0.66 -1.28
Gd -1.600 1.003 1.716 -1.29 0.21 4.31
H 2.355 0.444 0.154 3.95 -2.22 0.47
H 1.493 2.010 -0.328 -0.05 -0.42 -0.01
H 0.378 0.074 -1.718 -0.11 0.17 0.21
H -0.675 1.501 -1.550 0.19 0.00 0.24
H -2.308 -1.101 -1.694 -0.05 0.25 0.27
H -2.710 0.635 -1.455 0.10 -0.25 0.09
H -3.185 -1.684 0.498 -0.12 0.46 0.03
H -4.406 -0.678 -0.310 0.37 0.03 0.25

---

(3)
9
Properties=species:S:1:pos:R:3:forces:R:3 method="wB97M-V/def2-TZVPD" homo_energy_ev=-8.5 energy_ha=-1074.13264 homo_lumo_gap_ha=0.342 relative_energy_kcal_mol=56.6 total_charge=0 lumo_energy_ev=0.84
C 1.144 0.385 0.516 -2.03 -1.30 -2.89
C -0.589 -0.092 -0.842 3.08 -1.81 5.35
O -1.604 0.336 -0.087 -0.54 -0.05 -0.86
Cl 0.476 0.344 2.054 -0.74 0.20 1.23
Cl -0.409 -1.884 -0.904 -0.42 0.74 -0.31
H 1.916 -0.355 0.441 0.18 -0.29 -0.47
H 1.369 1.333 0.120 0.40 1.15 -0.02
H -0.427 0.350 -1.736 0.32 1.43 -2.62
H -1.877 -0.417 0.438 -0.26 -0.06 0.58

---

(4)
170
Properties=species:S:1:pos:R:3:forces:R:3 method="wB97M-V/def2-TZVPD" homo_energy_ev=-10.7 energy_ha=-3736.26859 homo_lumo_gap_ha=0.309 total_charge=+1 lumo_energy_ev=-2.28
C 3.564 -2.282 3.975 0.58 0.69 0.39
C 3.454 -1.641 2.562 -0.09 0.08 -0.55
C 2.103 -1.891 1.781 0.47 0.14 0.22
C 1.111 -0.644 1.757 -0.55 -3.18 1.87
C 0.951 -0.269 3.265 -0.12 -0.10 0.79
N 1.382 0.410 0.716 -0.91 0.88 -1.27
C 2.537 0.160 -0.207 2.27 0.05 -1.35
C 2.158 -0.847 -1.362 -0.34 -0.72 0.21
F 1.059 -1.620 -1.080 0.49 0.90 0.06
F 1.872 -0.227 -2.528 0.55 -0.62 0.90
F 3.180 -1.736 -1.507 -0.85 1.14 -0.33
C 3.229 1.456 -0.805 0.60 0.74 1.70
C 4.390 1.162 -1.818 0.48 0.51 -1.08
C 4.495 2.202 -3.008 -0.29 -0.93 -0.15
C 3.361 2.062 -4.069 0.04 0.05 -0.09
Cl 3.442 3.570 -5.106 -0.20 -0.76 0.29
N 2.253 2.450 -1.213 -0.27 0.04 -0.12
C 1.233 2.807 -0.203 0.40 -0.48 -0.49
C 1.159 1.868 1.102 -1.30 3.08 -0.36
C -0.380 2.103 1.444 -0.15 -0.34 0.22
C -0.803 3.615 1.565 -0.56 0.12 0.15
C -1.879 3.886 2.676 0.04 -0.52 0.08
C -3.103 2.891 2.634 -0.22 1.72 -0.44
C -4.156 3.438 1.562 0.46 -0.29 1.07
C -5.561 3.700 2.235 -0.21 -0.69 -1.80
C -6.639 2.868 1.403 0.25 1.05 1.42
C -7.900 2.620 2.322 0.07 -1.07 -1.35
C -8.536 1.221 1.911 -0.70 1.21 0.08
C -9.588 1.507 0.751 0.96 -0.99 0.83
C -9.573 0.282 -0.218 -0.33 1.17 0.79
O -10.019 -0.862 0.524 -0.21 0.20 -1.14
C -10.834 -1.727 -0.292 0.00 -0.04 0.08
C 2.183 2.463 2.123 1.07 -0.98 -0.14
C 1.695 3.033 3.466 -0.23 0.30 0.65
O 0.735 2.761 4.109 0.52 -0.29 -0.92
I 3.036 4.531 4.356 -0.10 -0.39 -0.49
H 4.616 -2.122 4.325 -0.82 -0.34 -0.24
H 3.354 -3.373 3.994 0.09 0.72 -0.21
H 2.934 -1.777 4.749 0.31 -0.45 -0.76
H 4.295 -2.029 1.933 -0.66 0.24 0.51
H 3.613 -0.530 2.602 0.07 -0.84 0.27
H 1.531 -2.688 2.319 0.36 0.64 -0.53
H 2.347 -2.307 0.786 -0.39 0.32 0.49
H 0.138 -1.138 1.503 0.70 0.87 -0.24
H 1.781 0.328 3.707 -0.81 -0.24 -0.47
H -0.051 0.113 3.568 0.93 0.26 -0.53
H 1.000 -1.227 3.842 0.04 0.63 -0.78
H 0.577 0.345 0.061 0.29 -0.33 0.47
H 3.428 -0.293 0.287 -1.21 -0.03 0.15
H 3.788 1.883 0.082 -0.41 -0.62 -0.48
H 5.382 1.231 -1.306 -0.97 -0.18 -0.09
H 4.381 0.165 -2.307 -0.31 0.48 0.54
H 5.442 1.936 -3.540 -0.60 0.58 0.53
H 4.546 3.253 -2.651 0.06 -0.71 -0.22
H 2.338 1.989 -3.653 0.75 0.34 -0.13
H 3.489 1.180 -4.743 0.17 0.78 0.52
H 2.673 3.338 -1.500 0.20 -0.74 -0.14
H 1.456 3.843 0.150 -0.56 -0.85 -0.09
H 0.258 2.810 -0.752 0.64 -0.01 0.75
H -0.738 1.587 2.351 0.52 0.16 -0.44
H -0.961 1.684 0.578 0.49 0.12 0.72
H -1.292 3.906 0.600 0.64 -0.07 0.67
H 0.058 4.303 1.742 -0.52 -0.52 -0.20
H -1.463 3.877 3.709 0.12 -0.07 -0.83
H -2.246 4.925 2.491 0.17 -0.79 0.28
H -3.575 2.945 3.643 0.36 -0.35 -0.77
H -2.823 1.837 2.425 -0.15 0.69 0.28
H -4.214 2.686 0.743 -0.29 0.58 0.44
H -3.772 4.385 1.110 -0.25 -0.71 0.31
H -5.792 4.800 2.187 0.12 -1.09 0.23
H -5.632 3.332 3.281 0.44 0.41 -0.61
H -6.188 1.902 1.069 -0.34 0.68 0.40
H -6.866 3.472 0.493 -0.12 -0.62 0.52
H -8.633 3.425 2.077 0.35 -0.55 0.64
H -7.654 2.633 3.409 0.00 0.15 -0.83
H -7.768 0.511 1.535 -0.33 0.56 0.33
H -9.018 0.740 2.796 0.20 0.32 -0.77
H -10.581 1.645 1.244 0.60 -0.07 -0.73
H -9.271 2.455 0.248 -0.39 -0.85 0.10
H -10.240 0.519 -1.080 0.50 -0.48 0.39
H -8.509 0.122 -0.535 -0.83 0.08 -0.12
H -11.916 -1.475 -0.140 0.81 -0.34 -0.09
H -10.601 -1.591 -1.372 -0.20 -0.28 0.81
H -10.614 -2.775 0.016 -0.35 0.73 -0.21
H 2.903 1.637 2.385 -0.48 0.78 0.10
H 2.836 3.222 1.631 -0.68 -0.49 0.48
C 7.203 -4.428 -3.979 0.09 0.09 -0.14
C 6.735 -3.915 -2.629 -0.24 0.20 -0.67
C 5.222 -3.775 -2.581 -0.08 -0.06 0.26
O 7.338 -2.647 -2.362 0.06 0.08 0.38
H 6.920 -3.733 -4.778 -0.21 0.01 0.08
H 8.287 -4.514 -4.000 -0.11 -0.08 0.07
H 6.773 -5.406 -4.201 0.08 0.02 -0.02
H 7.066 -4.598 -1.843 0.11 0.17 0.04
H 4.874 -3.058 -3.331 0.06 -0.09 -0.10
H 4.905 -3.397 -1.607 0.07 -0.11 0.01
H 4.729 -4.733 -2.761 -0.01 0.05 -0.03
H 7.054 -2.035 -3.053 0.08 -0.15 -0.01
C 10.404 -5.970 -1.188 -0.15 0.23 0.13
C 9.440 -6.920 -1.883 0.78 -0.17 -0.21
C 9.973 -8.343 -1.887 -0.29 -0.10 0.06
O 9.224 -6.481 -3.226 -0.20 -0.01 0.04
H 11.367 -5.949 -1.707 -0.01 -0.13 0.03
H 10.013 -4.950 -1.200 -0.03 -0.05 0.03
H 10.573 -6.268 -0.152 0.04 0.00 -0.05
H 8.471 -6.893 -1.378 -0.06 0.06 -0.19
H 10.923 -8.400 -2.428 0.04 0.11 0.09
H 9.276 -9.012 -2.397 -0.02 0.05 0.06
H 10.130 -8.710 -0.873 0.05 -0.02 -0.09
H 10.073 -6.501 -3.684 -0.07 -0.06 0.09
C -6.084 0.089 5.851 -0.02 0.24 0.12
C -5.536 0.226 4.440 -0.07 -0.67 0.26
C -5.996 -0.921 3.554 -0.02 0.06 -0.22
O -4.107 0.256 4.480 0.24 0.24 -0.16
H -5.730 -0.836 6.317 -0.07 -0.05 -0.10
H -5.738 0.914 6.478 -0.05 0.01 -0.06
H -7.175 0.083 5.852 0.04 -0.03 0.02
H -5.863 1.175 4.010 0.21 0.01 -0.02
H -5.638 -1.879 3.945 -0.07 0.04 0.11
H -5.588 -0.815 2.546 -0.07 0.06 0.02
H -7.084 -0.958 3.488 0.04 -0.04 -0.01
H -3.805 -0.580 4.858 -0.13 0.08 0.01
C 5.472 7.627 -3.846 0.12 -0.21 -0.01
C 3.968 7.449 -3.702 0.26 0.61 0.09
C 3.215 8.673 -4.198 -0.23 -0.05 -0.06
O 3.645 7.210 -2.329 -0.14 -0.35 0.07
H 5.820 8.478 -3.254 -0.08 0.06 -0.08
H 5.999 6.745 -3.478 -0.05 0.00 -0.07
H 5.752 7.791 -4.889 0.01 0.02 0.05
H 3.648 6.569 -4.263 -0.05 -0.06 0.21
H 3.489 9.559 -3.617 0.12 -0.03 -0.05
H 2.139 8.535 -4.079 0.05 -0.04 -0.06
H 3.428 8.868 -5.251 0.00 0.03 0.05
H 3.923 7.983 -1.821 -0.02 -0.06 -0.10
C 13.059 -11.083 1.673 0.04 0.19 0.17
C 11.611 -11.221 1.230 0.49 -0.37 -0.34
C 11.279 -12.659 0.862 -0.25 -0.06 0.04
O 11.371 -10.372 0.106 -0.16 0.12 0.17
H 13.740 -11.372 0.868 -0.07 -0.12 0.02
H 13.286 -10.045 1.925 -0.05 -0.05 0.04
H 13.266 -11.707 2.545 0.03 0.01 -0.05
H 10.948 -10.884 2.030 -0.05 0.13 -0.15
H 11.902 -13.000 0.030 0.10 0.03 0.09
H 10.240 -12.741 0.537 0.03 0.02 0.08
H 11.434 -13.329 1.710 0.01 0.00 -0.05
H 11.952 -10.658 -0.611 -0.06 0.01 0.09
C -10.463 -3.330 -4.510 -0.15 -0.16 0.14
C -11.050 -1.939 -4.698 0.64 -0.10 -0.18
C -10.500 -1.271 -5.949 -0.16 0.18 -0.10
O -10.751 -1.135 -3.556 -0.21 0.12 0.06
H -9.376 -3.279 -4.394 -0.01 0.06 -0.12
H -10.859 -3.793 -3.604 -0.05 0.02 -0.07
H -10.692 -3.974 -5.361 0.04 0.01 0.03
H -12.137 -2.006 -4.766 0.03 0.12 0.17
H -9.414 -1.154 -5.881 -0.01 -0.14 0.01
H -10.923 -0.272 -6.067 -0.04 -0.07 0.00
H -10.731 -1.855 -6.843 0.04 0.03 0.02
H -9.791 -1.067 -3.485 -0.09 -0.01 -0.10
C -8.091 8.946 2.181 0.08 0.22 0.09
C -7.055 8.147 1.406 -0.60 -0.31 0.18
C -7.711 7.257 0.362 0.15 -0.05 -0.20
O -6.296 7.343 2.310 0.33 0.02 -0.03
H -8.776 8.279 2.713 -0.02 -0.04 -0.13
H -7.607 9.573 2.933 0.01 0.00 -0.08
H -8.674 9.586 1.516 -0.01 -0.03 0.04
H -6.354 8.828 0.920 0.12 -0.11 0.13
H -8.384 6.535 0.835 -0.06 0.11 0.05
H -6.957 6.682 -0.181 0.00 0.08 -0.01
H -8.284 7.846 -0.357 -0.01 -0.05 0.02
H -6.904 6.735 2.748 0.01 0.13 -0.03